Record 1
The following is a DFT calculation (ωB97M-V with the def2-TZVPD basis set) of an isolated molecule of C9H8N2O3 in a non-equilibrium geometry.

Each line ends with the natural charge from an NBO analysis.
CARTESIAN COORDINATES (ANGSTROEM)
O1 -0.798 -3.490 2.068  -0.659
O2 -2.758 -1.268 2.560  -0.508
O3 2.090 -0.333 -0.845  -0.460
C1 -0.679 -2.383 1.526  0.708
C2 -1.477 1.060 0.746  -0.237
C3 -0.771 1.859 -0.165  -0.190
C4 0.960 0.105 -0.289  0.300
C5 0.236 -0.671 0.585  0.035
C6 -0.931 -0.324 1.075  0.142
C7 0.416 1.356 -0.658  -0.124
N1 0.347 -2.026 0.770  -0.571
N2 -1.486 -1.330 1.849  -0.120
C8 2.115 0.609 -1.952  -0.071
C9 1.263 1.818 -1.627  -0.449
H1 -3.207 -2.151 2.592  0.505
H2 -2.446 1.169 1.107  0.219
H3 -1.157 2.868 -0.427  0.225
H4 0.701 -2.675 0.060  0.435
H5 1.899 0.030 -2.922  0.190
H6 3.167 0.961 -2.074  0.193
H7 1.824 2.701 -1.433  0.218
H8 0.691 2.115 -2.546  0.218

Results
Relative energy (zero: lowest compared OMol25 entry of this formula, charge and spin), kcal per mole: 47.6
Structure (SMILES): O=c1[nH]c2c3c(ccc2n1O)CCO3
Total charge: 0
Multiplicity: 1
Orbital gap, Ha: 0.315


Record 2
The following is a DFT calculation (ωB97M-V with the def2-TZVPD basis set) of C9H8N2O5PtS as an isolated structure in a non-equilibrium geometry.

Each line ends with the natural charge from an NBO analysis.
CARTESIAN COORDINATES (ANGSTROEM)
O1 -0.020 4.833 -1.837  -0.454
C1 -0.011 3.720 -2.089  0.456
Pt1 -0.008 -1.162 -3.167  0.497
O2 0.013 0.305 -5.817  -0.323
C2 -0.001 -0.110 -4.728  0.440
C3 -0.016 -3.246 -3.364  0.396
O3 -0.023 -4.381 -3.138  -0.341
C4 -1.952 -0.742 -2.858  0.472
O4 -3.002 -0.322 -2.597  -0.343
C5 1.930 -0.737 -2.821  0.474
O5 2.988 -0.354 -2.555  -0.343
S1 -0.076 -1.632 -0.475  0.325
C6 -0.028 -0.501 0.921  0.328
N1 -1.163 -0.068 1.496  -0.514
C7 -1.251 0.347 2.878  -0.238
C8 0.058 1.002 3.362  -0.436
C9 1.278 0.244 2.880  -0.235
N2 1.145 -0.166 1.485  -0.511
H1 -1.990 -0.409 1.003  0.427
H2 -1.482 -0.510 3.518  0.233
H3 -2.066 1.063 2.968  0.256
H4 0.057 1.097 4.467  0.277
H5 0.090 2.056 3.031  0.241
H6 1.441 -0.631 3.501  0.233
H7 2.148 0.878 2.948  0.255
H8 1.942 -0.574 0.989  0.427

Results
Total charge: +2
Multiplicity: 3
Orbital gap (spin up / spin down), Ha: 0.301 / 0.226
⟨S²⟩: 2.009


Record 3
The following is a DFT calculation (ωB97M-V with the def2-TZVPD basis set) of an isolated molecule of C9H8N2S in a non-equilibrium geometry.

Each line ends with the natural charge from an NBO analysis.
CARTESIAN COORDINATES (ANGSTROEM)
C1 2.104 1.685 -0.203  -0.235
C2 -1.583 1.929 -0.202  -0.086
C3 3.228 0.967 -0.170  -0.402
C4 -2.496 0.142 0.468  0.167
C5 0.903 0.941 0.050  -0.159
C6 -0.532 1.098 0.084  0.119
C7 1.255 -0.382 0.184  -0.195
C8 -0.328 -1.294 0.605  0.008
C9 -0.628 -2.335 -0.392  -0.671
N1 -2.764 1.345 0.035  -0.448
N2 -1.160 -0.093 0.412  -0.357
S1 2.923 -0.704 0.185  0.455
H1 1.997 2.709 -0.375  0.225
H2 -1.493 2.902 -0.531  0.197
H3 4.283 1.276 -0.415  0.249
H4 -3.101 -0.658 0.820  0.191
H5 -0.410 -1.394 1.709  0.237
H6 -0.285 -2.211 -1.429  0.241
H7 -1.634 -2.507 -0.631  0.231
H8 -0.278 -3.415 -0.204  0.231

Results
Relative energy (zero: lowest compared OMol25 entry of this formula, charge and spin), kcal per mole: 55.9
Structure (SMILES): C[C@H]1c2sccc2-c2cncn21
Total charge: 0
Multiplicity: 1
Orbital gap, Ha: 0.313


Record 4
The following is a DFT calculation (ωB97M-V with the def2-TZVPD basis set) of an isolated ion of composition C9H8N3 and charge +1 in a non-equilibrium geometry.

Each line ends with the natural charge from an NBO analysis.
CARTESIAN COORDINATES (ANGSTROEM)
C1 -1.230 0.022 -2.731  0.171
C2 -2.036 -0.769 1.208  -0.261
C3 -1.375 0.058 2.104  0.002
C4 -1.621 -0.775 -0.102  -0.028
C5 -0.185 0.775 1.842  -0.276
C6 -0.390 0.008 -0.438  -0.075
C7 0.464 0.505 0.630  0.370
C8 2.648 0.050 -0.229  0.283
C9 -0.314 0.397 -1.779  -0.076
N1 -2.085 -0.331 -3.398  -0.140
N2 1.771 0.886 0.384  -0.600
N3 2.161 -1.093 -0.460  -0.695
H1 -2.846 -1.397 1.422  0.254
H2 -1.934 0.155 3.054  0.255
H3 -2.012 -1.393 -0.896  0.256
H4 0.216 1.458 2.545  0.255
H5 3.680 0.449 -0.575  0.210
H6 0.496 1.012 -2.266  0.273
H7 2.088 1.792 0.700  0.430
H8 2.503 -1.811 -1.015  0.389

Results
Relative energy (zero: lowest compared OMol25 entry of this formula, charge and spin), kcal per mole: 65.6
Structure (SMILES): [H]/N=C/[NH+]=C1/C=CC=C/C1=C\C#N
Total charge: +1
Multiplicity: 1
Orbital gap (spin up / spin down), Ha: 0.240 / 0.240


Record 5
The following is a DFT calculation (ωB97M-V with the def2-TZVPD basis set) of an isolated molecule of C9H8O4S in a non-equilibrium geometry.

Each line ends with the natural charge from an NBO analysis.
CARTESIAN COORDINATES (ANGSTROEM)
C1 1.434 1.789 -0.669  -0.247
C2 0.537 -1.029 -0.333  0.076
C3 2.494 1.051 -0.456  -0.439
C4 -0.238 0.213 0.171  -0.116
C5 0.220 1.563 0.246  0.510
C6 -1.772 -1.448 0.020  0.536
C7 -0.459 -2.128 -0.206  -0.530
C8 -1.526 -0.090 0.434  0.022
C9 -2.488 1.039 0.726  -0.657
O1 -0.222 2.459 0.901  -0.485
O2 -2.814 -1.950 -0.267  -0.497
O3 3.915 -1.135 -0.118  -0.932
O4 1.541 -1.235 0.659  -0.701
S1 2.917 -0.399 0.644  1.531
H1 1.423 2.581 -1.355  0.234
H2 0.817 -0.941 -1.339  0.216
H3 3.259 1.134 -1.202  0.235
H4 -0.607 -2.947 -1.012  0.256
H5 -0.244 -2.659 0.712  0.261
H6 -2.475 1.191 1.849  0.246
H7 -3.602 1.065 0.429  0.243
H8 -2.110 1.878 0.168  0.236

Results
Relative energy (zero: lowest compared OMol25 entry of this formula, charge and spin), kcal per mole: 105.8
Total charge: 0
Multiplicity: 1
Orbital gap, Ha: 0.311


Repeat the fifth record exactly.
The following is a DFT calculation (ωB97M-V with the def2-TZVPD basis set) of an isolated molecule of C9H8O4S in a non-equilibrium geometry.

Each line ends with the natural charge from an NBO analysis.
CARTESIAN COORDINATES (ANGSTROEM)
C1 1.434 1.789 -0.669  -0.247
C2 0.537 -1.029 -0.333  0.076
C3 2.494 1.051 -0.456  -0.439
C4 -0.238 0.213 0.171  -0.116
C5 0.220 1.563 0.246  0.510
C6 -1.772 -1.448 0.020  0.536
C7 -0.459 -2.128 -0.206  -0.530
C8 -1.526 -0.090 0.434  0.022
C9 -2.488 1.039 0.726  -0.657
O1 -0.222 2.459 0.901  -0.485
O2 -2.814 -1.950 -0.267  -0.497
O3 3.915 -1.135 -0.118  -0.932
O4 1.541 -1.235 0.659  -0.701
S1 2.917 -0.399 0.644  1.531
H1 1.423 2.581 -1.355  0.234
H2 0.817 -0.941 -1.339  0.216
H3 3.259 1.134 -1.202  0.235
H4 -0.607 -2.947 -1.012  0.256
H5 -0.244 -2.659 0.712  0.261
H6 -2.475 1.191 1.849  0.246
H7 -3.602 1.065 0.429  0.243
H8 -2.110 1.878 0.168  0.236

Results
Relative energy (zero: lowest compared OMol25 entry of this formula, charge and spin), kcal per mole: 105.8
Total charge: 0
Multiplicity: 1
Orbital gap, Ha: 0.311